[1]
Below is a molecular structure, C13H23EuNO5, with properties calculated with ωB97M-V/def2-TZVPD.

Computed properties:
* total energy: -44893.5242 eV

ORCA input file:
```
! RIJCOSX wB97M-V def2-TZVPD def2/J DEFGRID3
* xyz 2 8
C 3.90652 -0.41382 0.31424
C 3.43485 -1.47591 -0.61923
O 3.61303 -2.66407 -0.45651
O 2.71007 -1.07097 -1.82249
C 1.23610 -1.15974 -1.53402
C 0.55155 0.03959 -2.12165
C -0.56681 0.56880 -1.22741
C -0.01818 0.97336 0.14508
C -0.48586 0.15699 1.33744
C -2.01895 0.10609 1.41662
C -2.71261 -1.26695 1.22150
C -4.02843 -1.01826 0.45686
C -1.90294 -2.32610 0.45407
O 1.41102 1.05432 0.10540
C 1.75379 2.27805 -0.39186
O 2.89201 2.62342 -0.64368
O 0.61329 2.97377 -0.63913
C -0.31097 2.46501 0.33200
N 0.17201 2.97385 1.61072
H 4.71860 -0.85945 0.86303
H 4.29119 0.45660 -0.20017
H 3.12072 -0.13525 0.99744
H 1.13836 -1.18655 -0.46228
H 0.84523 -2.09572 -1.89923
H 0.14134 -0.20119 -3.09363
H 1.27918 0.81935 -2.29561
H -1.33823 -0.18155 -1.14491
H -0.99190 1.40369 -1.75761
H -0.01965 -0.81934 1.37304
H -0.10324 0.70303 2.18570
H -2.46973 0.81302 0.73709
H -2.29584 0.44978 2.40214
H -2.99222 -1.66964 2.18011
H -4.72759 -1.81549 0.65750
H -4.47270 -0.08675 0.77381
H -3.81612 -0.95160 -0.59922
H -1.54975 -3.08602 1.13415
H -2.55721 -2.83938 -0.23645
H -1.08578 -1.92412 -0.12318
H -1.33431 2.78568 0.21056
H -0.54086 2.86922 2.32163
H 0.26014 3.97627 1.49521
Eu 4.25089 -1.24202 -3.45708
*
```

[2]
Below is a molecular structure, C29H54N3O6RuS2Si4, with properties calculated with ωB97M-V/def2-TZVPD.

Computed properties:
* total energy: -103468.0314 eV
* relative energy (zero: lowest compared OMol25 entry of this formula, charge and spin): 0.000 eV

ORCA input file:
```
! RIJCOSX wB97M-V def2-TZVPD def2/J DEFGRID3
* xyz 0 6
Ru 0.61776 -0.35868 -0.83301
C -2.00444 4.54272 3.94789
O -0.67304 4.33412 4.34949
C 0.07966 3.42302 3.67039
C 1.36076 3.18842 4.21859
C 2.18766 2.28422 3.62539
C 1.81196 1.54982 2.48149
C 2.70896 0.62182 1.87599
C 4.09256 0.41672 2.47639
O 2.45406 -0.04888 0.86229
C 0.48526 1.73082 1.93899
O -0.01084 1.02712 1.01519
C -0.32334 2.73542 2.55749
H -2.43854 5.19692 4.70199
H -2.56574 3.60472 3.91539
H -2.05824 5.02252 2.96699
H 1.65446 3.72622 5.10499
H 3.15186 2.10112 4.06979
H 4.60516 1.35982 2.64249
H 4.67876 -0.20158 1.80239
H 4.00686 -0.11388 3.42069
H -1.28964 2.90452 2.10759
C 2.73706 -3.11748 1.98069
Si 0.96656 -2.79588 2.64079
C 0.45466 -4.39338 3.58379
C 0.96786 -1.47518 4.03979
Si -0.13334 -2.24048 0.48109
Si -0.93744 -4.42518 -0.30141
C -2.36914 -4.31698 -1.59541
C -1.59264 -5.81898 0.86319
C 0.58646 -5.22918 -1.14971
Si -2.47864 -1.59238 1.81709
C -3.19684 -2.93998 2.97869
C -3.51714 -1.32618 0.24239
C -2.36724 0.00912 2.83179
H 3.48036 -3.26948 2.75829
H 3.05506 -2.28468 1.36299
H 2.74136 -3.99888 1.34799
H 0.93876 -4.44868 4.55449
H 0.74566 -5.27708 3.02919
H -0.61504 -4.44518 3.74869
H 1.86176 -1.53448 4.65419
H 0.11716 -1.60748 4.70149
H 0.92416 -0.46988 3.63619
H -3.32484 -4.55718 -1.13871
H -2.22604 -5.01238 -2.41851
H -2.45134 -3.32138 -2.01561
H -2.54644 -5.55908 1.31129
H -0.89944 -6.03208 1.66789
H -1.73944 -6.74208 0.30679
H 1.18176 -4.48458 -1.66781
H 0.31406 -5.99888 -1.86661
H 1.22616 -5.69618 -0.40791
H -3.30604 -3.89088 2.47399
H -4.17644 -2.64628 3.34609
H -2.55644 -3.09198 3.83989
H -3.70864 -2.25658 -0.28151
H -2.97974 -0.66328 -0.43411
H -4.47834 -0.86728 0.46639
H -1.58734 -0.03998 3.58239
H -3.29894 0.24532 3.33909
H -2.12104 0.82412 2.16399
N -0.14424 -2.03278 -2.79861
H -0.96684 -1.45718 -2.96571
H -0.36644 -3.00778 -2.96051
H 0.56986 -1.73978 -3.46121
S 2.94636 -0.90028 -1.97191
C 3.24916 0.76982 -1.91951
N 4.08786 1.23272 -0.97791
C 4.16776 2.63862 -0.62831
C 3.06236 3.40752 -1.34031
C 3.06446 3.00012 -2.81051
N 2.85186 1.56952 -2.91431
H 4.30716 0.55402 -0.26261
H 5.15676 3.01442 -0.92421
H 4.05996 2.75082 0.45489
H 3.21146 4.47942 -1.22441
H 2.08836 3.13652 -0.92451
H 4.02606 3.25062 -3.27641
H 2.26856 3.50902 -3.35371
H 1.98536 1.24332 -3.36651
C -3.32954 4.25322 -7.03501
C -2.67464 3.61562 -5.84721
C -1.33364 3.85322 -5.56981
C -0.71334 3.23022 -4.50271
C -1.42894 2.37422 -3.68521
C -2.77324 2.16282 -3.92241
C -3.39224 2.77942 -4.99791
S -0.53584 1.38052 -2.48081
O -1.51764 0.49692 -1.84021
O 0.17436 2.26322 -1.57741
O 0.38256 0.61812 -3.34961
H -2.59174 4.50822 -7.79161
H -3.84244 5.16762 -6.73821
H -4.06424 3.58362 -7.47571
H -0.77354 4.52482 -6.20301
H 0.33276 3.39932 -4.29891
H -3.32444 1.50792 -3.26251
H -4.44254 2.60412 -5.18791
*
```